1.
The following is a quantum chemistry calculation of a structure of composition C70H68F5GeHfN3O2P2Se2Si2 in a non-equilibrium geometry, from the Open Molecules 2025 dataset.

Output
Spin multiplicity: 2
DFT total energy (a.u.): -11712.0921
Total charge: -1
Gap between HOMO and LUMO (spin up / spin down) (eV): 7.23 / 5.05

```
156
C70H68F5GeHfN3O2P2Se2Si2 (ωB97M-V/def2-TZVPD)
Hf 0.029 -0.367 0.215
C 0.018 0.306 4.552
Si 0.166 1.804 3.408
C -0.764 3.248 4.228
C 1.924 2.492 3.471
N -0.338 1.239 1.834
P -1.028 2.268 0.778
C -0.975 1.520 -0.809
P -2.441 0.591 -1.036
N -2.284 -0.758 -0.148
Si -3.515 -1.983 0.108
C -5.077 -1.835 -0.963
C -3.096 -3.813 -0.184
C -4.048 -1.844 1.935
C -4.035 1.490 -0.893
C -4.232 2.532 -1.801
C -5.459 3.166 -1.898
C -6.509 2.763 -1.086
C -6.306 1.764 -0.147
C -5.073 1.136 -0.046
C -2.573 0.276 -2.842
C -3.792 0.151 -3.507
C -3.831 -0.080 -4.873
C -2.651 -0.210 -5.591
C -1.432 -0.105 -4.937
C -1.398 0.149 -3.574
C -2.572 2.829 1.584
C -3.044 2.052 2.639
C -4.121 2.468 3.405
C -4.743 3.672 3.116
C -4.325 4.417 2.022
C -3.254 3.996 1.250
C -0.003 3.784 0.704
C -0.338 5.046 1.187
C 0.598 6.071 1.175
C 1.878 5.846 0.694
C 2.220 4.590 0.212
C 1.283 3.571 0.214
H 0.628 0.453 5.448
H 0.376 -0.589 4.039
H -1.013 0.139 4.874
H -0.386 3.331 5.251
H -1.846 3.154 4.279
H -0.529 4.184 3.719
H 2.177 2.718 4.511
H 2.010 3.416 2.896
H 2.667 1.794 3.101
H -4.864 -2.046 -2.012
H -5.567 -0.867 -0.911
H -5.786 -2.590 -0.612
H -3.441 -4.136 -1.169
H -3.636 -4.402 0.562
H -2.042 -4.062 -0.097
H -5.051 -1.419 2.045
H -3.355 -1.227 2.510
H -4.066 -2.833 2.396
H -3.412 2.821 -2.449
H -5.599 3.962 -2.619
H -7.482 3.231 -1.181
H -7.113 1.464 0.510
H -4.921 0.353 0.683
H -4.720 0.231 -2.958
H -4.787 -0.176 -5.374
H -2.682 -0.390 -6.659
H -0.505 -0.230 -5.481
H -0.443 0.251 -3.073
H -2.530 1.129 2.875
H -4.474 1.849 4.221
H -5.565 4.021 3.729
H -4.842 5.333 1.762
H -2.940 4.576 0.392
H -1.323 5.233 1.590
H 0.329 7.047 1.562
H 2.611 6.643 0.703
H 3.216 4.399 -0.164
H 1.562 2.592 -0.142
C 6.330 0.026 5.908
C 5.436 -0.070 4.703
C 4.509 -1.091 4.580
C 3.643 -1.188 3.495
C 2.742 -2.389 3.474
C 3.687 -0.193 2.493
C 4.705 0.787 2.554
C 4.943 1.794 1.461
C 5.542 0.835 3.658
C 2.593 -0.063 1.480
O 2.615 0.769 0.564
O 1.523 -0.774 1.620
H 5.953 -0.590 6.724
H 6.405 1.058 6.255
H 7.338 -0.317 5.663
H 4.443 -1.839 5.362
H 3.141 -3.167 4.127
H 2.631 -2.795 2.475
H 1.740 -2.140 3.824
H 4.023 2.285 1.159
H 5.336 1.285 0.578
H 5.669 2.539 1.788
H 6.293 1.616 3.714
F -2.565 -6.012 -6.036
C -2.019 -5.303 -5.056
C -0.714 -5.546 -4.662
F -0.011 -6.498 -5.280
C -0.148 -4.804 -3.645
F 1.105 -5.085 -3.296
C -0.841 -3.783 -2.993
Se -0.023 -2.760 -1.625
C -2.154 -3.576 -3.412
F -2.889 -2.645 -2.827
C -2.745 -4.315 -4.416
F -4.010 -4.087 -4.770
C 3.600 4.092 -3.153
C 4.438 3.192 -2.509
C 3.952 1.958 -2.093
C 2.628 1.588 -2.312
C 1.788 2.530 -2.910
C 2.265 3.762 -3.337
Ge 1.892 -0.244 -1.896
C 1.869 -0.891 -3.828
C 1.691 -0.046 -4.923
C 1.694 -0.535 -6.224
C 1.879 -1.889 -6.461
C 2.077 -2.745 -5.387
C 2.075 -2.248 -4.092
C 3.491 -1.381 -1.406
C 4.728 -1.212 -2.030
C 5.843 -1.942 -1.642
C 5.734 -2.904 -0.647
C 4.497 -3.149 -0.073
C 3.395 -2.391 -0.448
H 3.978 5.054 -3.479
H 5.475 3.452 -2.324
H 4.611 1.272 -1.578
H 0.731 2.307 -3.024
H 1.593 4.468 -3.810
H 1.559 1.016 -4.763
H 1.544 0.146 -7.055
H 1.871 -2.274 -7.475
H 2.240 -3.804 -5.559
H 2.247 -2.930 -3.267
H 4.812 -0.505 -2.848
H 6.799 -1.765 -2.121
H 6.604 -3.469 -0.334
H 4.387 -3.935 0.666
H 2.438 -2.616 0.002
Se -0.209 -2.934 1.451
C -1.253 -3.789 2.796
C -1.667 -3.123 3.946
C -2.401 -3.818 4.892
N -2.743 -5.099 4.777
C -2.316 -5.736 3.686
C -1.574 -5.141 2.681
H -1.419 -2.081 4.093
H -2.740 -3.317 5.794
H -2.587 -6.785 3.618
H -1.254 -5.699 1.812
```

2.
The following is a quantum chemistry calculation of a structure of composition C24H29ClF6N2O12S2SiV, from the Open Molecules 2025 dataset.

Output
Spin multiplicity: 4
DFT total energy (a.u.): -5033.7007
Total charge: -2
Gap between HOMO and LUMO (spin up / spin down) (eV): 3.93 / 7.11

```
78
C24H29ClF6N2O12S2SiV (ωB97M-V/def2-TZVPD)
V 0.068 -1.210 0.946
C 1.436 2.357 2.861
O 1.615 2.142 1.484
C 1.391 3.312 0.744
C 1.442 3.018 -0.732
O 0.260 2.357 -1.125
C 0.272 2.028 -2.492
H 2.079 3.173 3.220
H 1.702 1.440 3.380
H 0.390 2.604 3.086
H 2.157 4.065 0.987
H 0.408 3.742 0.990
H 2.319 2.405 -0.954
H 1.534 3.972 -1.277
H 1.148 1.425 -2.747
H 0.273 2.933 -3.115
H -0.623 1.444 -2.699
O -2.453 -3.059 2.963
C -2.215 -3.140 1.769
O -1.167 -2.524 1.232
C -3.058 -3.883 0.816
C -2.844 -3.840 -0.570
C -3.670 -4.511 -1.443
C -4.760 -5.262 -0.948
C -4.981 -5.313 0.447
C -4.145 -4.631 1.298
N -5.602 -5.935 -1.815
O -5.385 -5.869 -3.067
O -6.578 -6.602 -1.339
H -2.015 -3.259 -0.955
H -3.512 -4.482 -2.510
H -5.816 -5.893 0.810
H -4.310 -4.658 2.368
Cl -5.755 4.260 -1.772
C -4.523 3.129 -1.263
C -3.734 3.445 -0.167
C -2.761 2.546 0.236
C -2.574 1.360 -0.460
C -3.375 1.059 -1.553
C -4.364 1.944 -1.959
C -1.508 0.399 -0.044
O -1.126 -0.495 -0.825
O -1.027 0.476 1.132
H -3.886 4.379 0.355
H -2.127 2.754 1.086
H -3.218 0.124 -2.074
H -5.003 1.718 -2.801
F 1.941 -1.534 -3.063
C 3.009 -1.165 -2.363
F 3.278 0.111 -2.633
F 4.050 -1.903 -2.750
S 2.703 -1.421 -0.562
O 1.631 -0.472 -0.271
O 2.345 -2.802 -0.454
N 4.059 -1.126 0.119
S 4.622 0.279 0.595
O 4.382 1.369 -0.304
O 4.481 0.475 2.004
C 6.407 -0.117 0.359
F 6.789 -1.153 1.100
F 7.137 0.944 0.722
F 6.679 -0.385 -0.918
C 3.530 -3.338 2.679
Si 1.905 -2.809 3.468
C 0.707 -4.246 3.440
C 2.301 -2.420 5.278
C 1.209 -1.279 2.673
H 4.046 -4.062 3.318
H 4.191 -2.481 2.539
H 3.372 -3.797 1.702
H 1.048 -5.052 4.098
H 0.607 -4.651 2.430
H -0.290 -3.932 3.754
H 2.716 -3.288 5.797
H 1.398 -2.109 5.810
H 3.027 -1.605 5.342
H 0.476 -0.876 3.393
H 2.020 -0.542 2.599
```

3.
The following is a quantum chemistry calculation of a structure of composition CH4F6N3O13S6Ti in a non-equilibrium geometry, from the Open Molecules 2025 dataset.

Output
Spin multiplicity: 4
DFT total energy (a.u.): -5020.7156
Total charge: -2
Gap between HOMO and LUMO (spin up / spin down) (eV): 4.75 / 10.00

```
34
CH4F6N3O13S6Ti (ωB97M-V/def2-TZVPD)
Ti 0.368 -0.242 -0.269
N 1.710 -2.097 -0.365
S 3.217 -2.182 0.223
O 4.130 -2.962 -0.535
O 3.338 -2.113 1.637
F 3.578 -0.682 -0.202
S 0.982 -3.431 0.232
O -0.103 -3.159 1.101
O 1.882 -4.497 0.524
F 0.266 -3.865 -1.099
N -0.920 -0.514 -2.091
S -2.441 -1.175 -1.702
O -3.215 -1.715 -2.775
O -3.119 -0.560 -0.609
F -1.843 -2.491 -1.047
S -1.530 0.803 -2.803
O -2.179 1.767 -1.975
O -1.973 0.586 -4.146
F -0.093 1.506 -3.047
N 0.275 2.044 0.400
S -0.879 3.231 0.616
O -1.233 4.010 -0.510
O -0.680 3.895 1.859
F -2.079 2.259 0.826
S 1.623 2.928 0.320
O 2.212 3.234 1.574
O 1.679 3.913 -0.704
F 2.539 1.756 -0.278
C -1.227 -0.169 2.616
O 0.166 -0.039 2.327
H -1.759 -0.707 1.825
H -1.310 -0.861 3.458
H -1.659 0.794 2.877
H 0.277 0.734 1.743
```

4.
The following is a quantum chemistry calculation of a structure of composition C13H10N4O6RuSe, from the Open Molecules 2025 dataset.

Output
Spin multiplicity: 6
DFT total energy (a.u.): -3668.2660
Total charge: -1
Gap between HOMO and LUMO (spin up / spin down) (eV): 8.13 / 6.94

```
35
C13H10N4O6RuSe (ωB97M-V/def2-TZVPD)
Ru -0.191 -1.031 0.311
O 2.514 1.076 2.812
C 1.877 0.760 1.830
O 0.931 -0.138 1.802
C 2.108 1.459 0.488
C 0.777 2.048 -0.021
C 1.046 3.125 -1.071
C 1.506 2.270 -2.279
C 1.395 0.852 -1.721
O 0.247 0.980 -0.842
C 2.525 0.558 -0.728
C 2.672 -0.945 -0.432
O 3.759 -1.404 -0.166
O 1.571 -1.647 -0.564
H 2.848 2.240 0.649
H 0.051 2.285 0.752
H 1.799 3.837 -0.732
H 0.131 3.670 -1.298
H 2.521 2.497 -2.604
H 0.829 2.374 -3.125
H 1.195 0.073 -2.450
H 3.493 0.889 -1.101
Se -1.840 -1.596 -1.763
C -1.547 -0.154 -2.857
N -1.375 0.743 -3.565
N -2.861 -4.110 1.912
C -2.421 -2.857 1.664
O -1.244 -2.723 1.207
C -3.273 -1.753 1.936
C -2.695 -0.506 1.657
N -1.999 0.365 1.334
C -4.581 -1.938 2.427
N -5.651 -2.161 2.797
H -3.821 -4.272 2.160
H -2.295 -4.869 1.580
```

5.
The following is a quantum chemistry calculation of an isolated molecule of C3N2O3 in a non-equilibrium geometry, from the Open Molecules 2025 dataset.

Output
DFT total energy (a.u.): -449.5659
Total charge: 0
Gap between HOMO and LUMO (eV): 11.13
Structure (SMILES): O=C=NC(=O)N=C=O

```
8
C3N2O3 (ωB97M-V/def2-TZVPD)
O 2.025 -1.195 2.097
C 1.257 -0.864 1.290
N 0.448 -0.700 0.367
C -0.673 0.101 0.441
O -1.289 0.345 1.447
N -0.860 0.777 -0.719
C -0.470 0.743 -1.879
O -0.438 0.794 -3.044
```

6.
The following is a quantum chemistry calculation of a cluster of 3 separate species, C25H50Cl2NO7 in total in a non-equilibrium geometry, from the Open Molecules 2025 dataset.

Output
Spin multiplicity: 2
DFT total energy (a.u.): -2484.1956
Total charge: 0
Gap between HOMO and LUMO (spin up / spin down) (eV): 9.04 / 9.52

```
85
C25H50Cl2NO7 (ωB97M-V/def2-TZVPD)
C 5.372 1.199 -1.312
C 3.940 1.477 -0.803
Cl 3.816 3.229 -0.498
C 2.937 0.788 -1.757
Cl 3.078 -0.974 -1.313
C 1.472 1.263 -1.808
C 1.490 2.516 -2.745
C 0.142 3.214 -2.969
C -0.028 4.522 -2.147
C -1.528 4.739 -1.976
O -1.805 5.736 -0.965
C -2.878 5.415 -0.216
O -3.914 5.158 -0.642
C 0.556 0.262 -2.586
C -0.843 -0.037 -1.993
C -0.838 -1.496 -1.472
C -1.856 -0.062 -3.175
N -1.369 0.937 -1.023
O -2.545 0.631 -0.623
C -0.449 1.294 0.065
C -1.011 2.586 0.723
C -0.453 0.265 1.222
C 1.015 1.576 -0.355
H 6.039 1.796 -0.695
H 5.625 0.148 -1.257
H 5.468 1.603 -2.318
H 3.892 0.964 0.151
H 3.335 0.854 -2.767
H 2.227 3.268 -2.464
H 1.808 2.119 -3.710
H -0.736 2.581 -2.877
H 0.142 3.554 -4.006
H 0.320 5.335 -2.778
H 0.493 4.484 -1.196
H -1.986 5.025 -2.922
H -1.999 3.793 -1.710
H -2.725 5.424 0.872
H 0.391 0.629 -3.593
H 1.037 -0.703 -2.733
H -0.784 -2.115 -2.367
H -1.778 -1.752 -0.991
H 0.036 -1.730 -0.868
H -1.378 -0.353 -4.108
H -2.700 -0.714 -2.974
H -2.217 0.959 -3.297
H -2.079 2.511 0.909
H -0.715 3.488 0.199
H -0.539 2.644 1.705
H 0.176 0.709 1.989
H -1.447 0.112 1.626
H 0.030 -0.667 0.940
H 1.191 2.637 -0.206
H 1.632 1.093 0.398
C 1.635 -7.727 -2.138
O 0.474 -7.759 -1.326
C 0.434 -6.706 -0.373
C -0.502 -5.597 -0.806
O -0.011 -4.919 -1.955
C -0.671 -5.313 -3.146
H 1.491 -8.435 -2.953
H 1.805 -6.735 -2.563
H 2.512 -8.034 -1.558
H 1.438 -6.311 -0.188
H 0.062 -7.134 0.563
H -0.566 -4.859 -0.001
H -1.507 -5.990 -0.985
H -1.688 -4.907 -3.168
H -0.709 -6.401 -3.246
H -0.114 -4.904 -3.988
C -2.689 -0.059 4.810
O -1.287 0.112 4.688
C -0.866 1.430 5.009
C -0.254 1.498 6.393
O -1.221 1.258 7.404
C -1.149 -0.053 7.939
H -2.902 -1.125 4.740
H -3.060 0.309 5.769
H -3.206 0.455 3.993
H -1.697 2.135 4.921
H -0.104 1.712 4.274
H 0.136 2.508 6.554
H 0.582 0.796 6.478
H -0.261 -0.155 8.572
H -1.126 -0.810 7.151
H -2.035 -0.213 8.552
```